[1]
Molecular formula: C4HNO2
Method: DFT, wB97M-V/def2-TZVPD

energy above the lowest of the compared OMol25 structures with the same formula, charge and spin	5.325	eV
net charge	0
orbital gap (alpha / beta)	6.50 / 7.05	eV
lowest unoccupied orbital energy (alpha / beta)	-3.012 / -2.450	eV
strongest force on any atom	1.6	eV Å⁻¹
electronic energy	-9741.369	eV
highest occupied orbital energy (alpha / beta)	-9.5077 / -9.5028	eV

XYZ file:
```
8
Properties=species:S:1:pos:R:3:forces:R:3:mulliken_charge:R:1
C -0.029697 1.191955 -0.215893 -0.1 0.4 -0.3 0.010
C -0.367711 0.703434 -1.498585 0.0 1.5 -0.5 -0.303
C -0.166693 -1.385675 -0.460604 -0.1 -0.7 -0.5 0.214
C 0.224765 -0.912535 0.943511 0.3 -0.6 1.1 0.458
N 0.205820 0.404576 0.787313 0.1 -0.2 0.2 -0.320
O -0.364522 -0.590258 -1.349777 0.0 -0.9 0.1 0.023
O 0.456168 -1.662960 1.844519 -0.1 0.3 -0.1 -0.505
H 0.041870 2.251465 -0.050484 0.0 0.2 -0.1 0.423
```
Positions in Å, forces in eV/Å.

[2]
Molecular formula: C37H45As3Cl2CsN6O2S2
Method: DFT, wB97M-V/def2-TZVPD

energy above the lowest of the compared OMol25 structures with the same formula, charge and spin	0.000	eV
net charge	-1
orbital gap	5.57	eV
lowest unoccupied orbital energy	1.594	eV
strongest force on any atom	1.4	eV Å⁻¹
electronic energy	-281916.775	eV
highest occupied orbital energy	-3.9793	eV

XYZ file:
```
98
Properties=species:S:1:pos:R:3:forces:R:3:mulliken_charge:R:1
Cs -1.387799 0.429719 -0.271261 0.0 0.0 -0.7 1.395
Cl -1.228333 -0.722930 -7.731375 0.0 0.0 0.0 -0.266
C -1.786718 -0.823437 -6.081184 -0.1 -0.3 0.0 0.066
C -1.707731 0.292373 -5.274295 0.3 0.4 0.0 -0.240
C -2.124543 0.312702 -3.928542 0.3 0.5 -0.7 -0.137
N -2.047056 1.517307 -3.167945 -0.1 -0.4 -0.2 -0.414
C -0.907205 2.167403 -3.226511 0.9 0.1 -0.2 -0.017
O 0.196934 1.854691 -3.764180 -0.6 0.3 0.2 -0.674
C -0.807343 3.487340 -2.429482 0.0 -0.4 -0.3 0.026
C -1.167878 4.747592 -2.919257 -0.2 0.4 0.4 -0.570
C -1.011599 5.865852 -2.108070 0.2 -0.4 0.3 -0.452
C -0.434651 5.702755 -0.841341 0.0 0.6 -0.3 -0.711
C -0.005560 4.447077 -0.487147 -0.6 -0.6 -0.6 -0.051
N -0.215099 3.360965 -1.248280 0.1 0.1 0.7 0.062
C -2.707140 -0.868238 -3.454263 -0.8 -0.3 0.6 1.069
C -2.785914 -2.014270 -4.272436 -0.2 0.4 0.1 -0.343
C -2.327364 -2.004252 -5.577407 -0.1 -0.3 0.7 0.071
Cl -2.438086 -3.523593 -6.444886 0.1 0.4 -0.3 -0.261
N -3.417717 -0.891922 -2.230295 0.1 -0.2 -0.5 -0.325
C -3.175707 -1.874680 -1.416918 0.6 -0.8 1.0 -0.799
O -2.187609 -2.683892 -1.352812 -0.6 0.3 0.0 -0.688
C -4.154858 -1.960846 -0.232311 0.1 0.7 -0.3 0.410
C -4.809564 -3.144213 0.142677 0.3 0.3 -0.4 -0.665
C -5.694291 -3.080008 1.199356 -0.1 -0.3 0.2 -0.383
C -5.901624 -1.874507 1.864451 -0.1 -0.4 -0.2 -0.783
C -5.197572 -0.771516 1.437419 0.3 -0.2 0.2 -0.117
N -4.331800 -0.802442 0.427215 -0.1 -0.3 0.0 0.204
H -1.272298 1.188962 -5.714117 -0.1 -0.2 0.2 0.357
H -1.617676 4.868459 -3.887185 -0.1 -0.2 -0.3 0.514
H -1.329975 6.854632 -2.432393 0.0 -0.2 -0.1 0.400
H -0.283815 6.538760 -0.159506 -0.1 -0.1 -0.2 0.427
H 0.475867 4.271392 0.453964 0.2 -0.1 0.4 0.151
H -3.309012 -2.888029 -3.862980 0.5 0.4 -0.3 0.405
H -4.628838 -4.059828 -0.428076 0.0 0.3 0.3 0.442
H -6.205605 -3.978533 1.537042 0.0 0.1 -0.1 0.386
H -6.597658 -1.810341 2.687133 0.0 0.0 0.1 0.451
H -5.296837 0.152839 1.997114 0.0 0.2 -0.2 0.329
C 3.430548 0.863790 -2.759013 -0.2 -0.4 -0.3 -1.444
As 2.069155 0.287353 -1.482843 -0.6 0.4 0.3 0.577
C 1.165445 -1.070131 -2.582559 0.5 0.3 -0.2 -1.187
C 3.045830 -1.005837 -0.327776 -0.3 0.6 0.2 -1.959
C 3.724170 -0.514195 0.956212 0.5 -0.2 0.4 3.120
C 4.601345 0.691851 0.645818 0.5 0.2 -0.3 -2.041
C 2.769501 -0.199091 2.118480 0.1 0.0 -0.2 -2.212
As 1.311917 1.121321 1.960858 -0.1 -0.3 -0.1 0.983
C 2.331535 2.767797 1.972967 -0.1 0.4 0.1 -1.562
C 0.887196 1.101494 3.872986 0.5 0.4 0.3 -1.487
C 4.673048 -1.638582 1.499085 -0.4 0.7 -0.6 -1.837
As 5.821990 -2.379632 0.101078 0.3 -0.3 0.0 0.255
C 7.012384 -3.326187 1.338652 0.2 0.1 -0.4 -1.227
C 4.774363 -3.957072 -0.432807 0.2 -0.1 0.1 -1.032
H 4.164053 1.473206 -2.275808 0.5 0.4 0.5 0.450
H 2.927235 1.498123 -3.484822 -0.2 -0.1 -0.1 0.400
H 3.948479 0.045942 -3.264486 -0.1 -0.1 0.0 0.368
H 1.892936 -1.823986 -2.879576 0.0 -0.1 -0.1 0.547
H 0.785646 -0.551003 -3.461479 0.0 0.0 0.0 0.308
H 0.327495 -1.549365 -2.096197 -0.2 -0.1 0.3 0.408
H 3.816519 -1.389592 -0.967394 0.3 -0.6 -0.5 0.338
H 2.296915 -1.767278 -0.106739 0.1 -0.3 0.0 0.283
H 4.002038 1.502449 0.233107 0.1 0.1 0.0 0.125
H 5.397075 0.444866 -0.082790 -0.4 0.0 0.2 0.392
H 5.116296 1.062548 1.540075 -0.2 0.0 0.0 0.406
H 3.367956 0.087282 2.984625 0.1 0.1 0.1 0.609
H 2.275206 -1.123208 2.400250 -0.3 -0.3 0.1 0.462
H 3.223684 2.739457 2.576206 0.4 -0.2 0.3 0.446
H 1.687707 3.542771 2.403390 0.0 0.0 -0.3 0.495
H 2.611462 3.009525 0.953690 -0.1 0.3 -0.1 0.251
H 1.766497 1.370915 4.488352 -0.3 -0.1 -0.3 0.470
H 0.554686 0.106889 4.153490 -0.2 0.0 0.1 0.315
H 0.092517 1.837715 4.044332 0.1 -0.3 0.1 0.361
H 4.103277 -2.447191 1.925810 -0.3 -0.4 0.2 0.764
H 5.316591 -1.229666 2.280114 0.0 0.0 0.0 0.602
H 7.614747 -2.580246 1.847165 0.1 0.0 0.1 0.359
H 7.673050 -3.943340 0.726830 0.0 -0.1 0.2 0.406
H 6.477940 -3.923220 2.071611 -0.1 -0.1 0.0 0.348
H 4.055397 -3.679153 -1.198849 -0.1 -0.1 0.0 0.242
H 4.268777 -4.427549 0.414876 0.0 0.2 0.0 0.320
H 5.472866 -4.689508 -0.842307 0.0 0.1 -0.1 0.429
C -0.275830 -2.993520 1.774963 0.3 0.6 -0.1 -0.502
C -1.210272 -2.178630 2.610074 0.1 0.3 0.4 0.178
N -1.413380 -0.892349 2.482590 -0.4 -0.9 -0.1 0.563
C -2.439737 -0.483736 3.299500 0.1 0.7 0.2 -0.312
C -2.950457 -1.429061 4.132797 0.2 0.3 -0.2 -0.440
S -2.161378 -2.900433 3.863275 0.1 -0.5 -0.3 -0.332
C -2.933346 0.910749 3.244651 -0.3 -0.2 0.3 -0.611
C -3.576545 1.532860 4.274630 -0.3 0.2 -0.3 -0.407
S -4.196966 3.062174 3.735200 0.5 -0.5 0.0 -0.277
C -3.465534 2.783756 2.184884 0.3 -0.2 -0.4 0.358
N -2.877454 1.626689 2.073171 0.0 0.6 0.4 0.545
C -3.471233 3.807979 1.078171 -0.6 0.3 0.6 -1.015
H 0.564803 -2.353280 1.470230 -0.3 -0.1 0.0 -0.315
H -0.802124 -3.324129 0.878366 0.0 0.0 -0.2 0.263
H 0.143071 -3.848780 2.297669 -0.2 -0.1 0.1 0.480
H -3.736449 -1.311751 4.847517 -0.3 0.0 0.1 0.449
H -3.775956 1.141149 5.262598 0.1 0.1 -0.1 0.450
H -4.482269 4.238764 0.978929 0.4 -0.1 0.0 0.421
H -3.187116 3.359446 0.135852 0.1 -0.2 -0.1 0.100
H -2.777626 4.628499 1.308403 -0.1 -0.2 -0.1 0.288
```
Positions in Å, forces in eV/Å.

[3]
Molecular formula: C8H16O
Method: DFT, wB97M-V/def2-TZVPD

energy above the lowest of the compared OMol25 structures with the same formula, charge and spin	5.815	eV
net charge	0
orbital gap	7.56	eV
lowest unoccupied orbital energy	0.707	eV
strongest force on any atom	1.0	eV Å⁻¹
electronic energy	-10597.177	eV
highest occupied orbital energy	-6.8577	eV

XYZ file:
```
25
Properties=species:S:1:pos:R:3:forces:R:3:mulliken_charge:R:1
C -0.344154 0.467640 0.209384 0.2 0.5 0.2 2.125
C 1.778055 0.852066 0.077034 -0.9 -0.4 0.0 -0.794
C -2.504307 -1.438612 -1.270460 0.0 0.0 0.1 -0.682
C -0.642226 0.600481 1.676041 0.1 0.0 -0.1 -1.612
C -0.927097 1.492311 -0.723534 0.1 -0.1 0.0 -1.576
C 2.663282 0.280219 1.152351 0.0 0.0 0.0 -1.006
C 0.292524 -0.620697 -0.272311 0.6 0.0 -0.1 -0.141
C 0.813913 -1.703233 -0.762040 0.0 0.0 0.0 -1.026
O -1.885690 -1.194039 -0.068323 0.1 0.1 -0.1 -0.717
H 2.142104 0.747448 -0.941778 0.0 0.0 0.0 0.479
H 1.488957 1.883326 0.259216 0.0 0.0 0.0 0.402
H -3.514079 -1.871604 -1.137945 0.1 0.0 -0.1 0.253
H -2.651733 -0.530940 -1.900994 0.0 0.0 0.0 0.180
H -1.954670 -2.156690 -1.920874 0.0 0.0 0.0 0.178
H -1.717495 0.462784 1.780791 0.0 0.0 0.0 0.438
H -0.147522 -0.170038 2.261330 0.0 0.0 0.0 0.376
H -0.358698 1.589853 2.042934 0.0 0.0 0.0 0.376
H -0.527964 1.400063 -1.731482 0.0 0.0 0.0 0.365
H -0.747189 2.502401 -0.349875 0.0 0.0 0.0 0.426
H -2.002294 1.316532 -0.757831 0.0 0.0 0.0 0.407
H 0.158845 -2.538761 -0.970576 0.0 0.0 0.0 0.313
H 1.874126 -1.792689 -0.964926 0.0 0.1 0.0 0.305
H 2.188238 0.334251 2.133551 0.0 0.0 0.0 0.267
H 2.926602 -0.760783 0.963074 0.0 0.0 0.0 0.288
H 3.598474 0.848710 1.217241 -0.1 0.0 0.0 0.376
```
Positions in Å, forces in eV/Å.

[4]
Molecular formula: C2H3Yb
Method: DFT, wB97M-V/def2-TZVPD

multiplicity	2
net charge	+2
⟨S²⟩	0.77
orbital gap (alpha / beta)	8.74 / 8.68	eV
lowest unoccupied orbital energy (alpha / beta)	-10.915 / -11.983	eV
strongest force on any atom	4.8	eV Å⁻¹
electronic energy	-33628.152	eV
highest occupied orbital energy (alpha / beta)	-19.6591 / -20.6587	eV

XYZ file:
```
6
Properties=species:S:1:pos:R:3:forces:R:3:mulliken_spin:R:1
C 0.395520 0.515322 0.494980 -4.8 -0.6 0.0 -0.226
H 0.490179 0.373780 1.572769 0.8 0.5 0.0 0.062
C 0.645559 -0.199519 -0.541126 0.4 -0.4 1.0 0.749
H 1.285357 -1.057964 -0.748251 0.5 0.5 -0.7 0.045
H -1.037096 0.930431 0.560711 3.1 -0.1 -0.4 0.274
Yb -1.779518 -0.562049 -1.339083 0.1 0.2 0.1 0.096
```
Positions in Å, forces in eV/Å.